# 1
The following is a quantum chemistry calculation of a structure of composition C35H48EuGeN7 in a non-equilibrium geometry, from the Open Molecules 2025 dataset.

Geometry as XYZ:
```
92
C35H48EuGeN7, DFT ωB97M-V/def2-TZVPD
Eu -12.243 11.964 10.904
C -13.152 13.212 14.731
C -11.689 13.086 14.799
C -10.962 13.979 13.887
C -10.367 15.158 14.325
C -9.683 15.986 13.404
C -9.761 15.622 12.073
C -10.424 14.477 11.741
N -10.950 13.656 12.630
N -13.710 12.324 13.689
C -13.749 10.880 14.010
C -12.369 10.165 13.957
C -11.832 9.618 15.115
C -10.511 9.299 15.252
C -9.691 9.555 14.197
C -10.242 10.109 13.055
N -11.530 10.461 12.946
C -14.987 12.795 13.212
C -14.868 14.070 12.289
C -15.757 15.118 12.427
C -15.537 16.260 11.724
C -14.427 16.329 10.914
C -13.587 15.308 10.844
N -13.811 14.176 11.481
H -13.398 14.176 14.448
H -13.707 13.122 15.759
H -11.342 12.064 14.684
H -11.389 13.359 15.813
H -10.443 15.424 15.405
H -9.331 16.903 13.834
H -9.395 16.241 11.261
H -10.408 14.190 10.697
H -14.488 10.390 13.382
H -14.087 10.745 15.075
H -12.482 9.619 15.965
H -10.121 8.891 16.131
H -8.638 9.395 14.208
H -9.637 10.232 12.136
H -15.724 13.019 14.009
H -15.430 11.912 12.730
H -16.533 15.013 13.196
H -16.225 17.213 11.769
H -14.196 17.226 10.396
H -12.682 15.319 10.215
C -13.799 9.322 11.043
C -14.351 8.802 9.828
C -13.603 7.986 8.923
C -14.158 7.624 7.694
C -15.441 8.036 7.335
C -16.153 8.851 8.260
C -15.676 9.166 9.485
C -16.010 7.733 6.078
N -16.571 7.540 5.094
H -12.897 8.980 11.500
H -14.410 9.983 11.644
H -12.635 7.609 9.212
H -13.664 6.897 7.061
H -17.157 9.191 7.993
H -16.409 9.629 10.189
C -9.416 12.328 6.564
Ge -8.836 12.767 8.414
C -8.498 14.704 8.696
C -7.145 11.880 8.508
C -10.071 12.010 9.597
H -8.599 12.678 5.919
H -10.418 12.660 6.236
H -9.432 11.243 6.581
H -7.906 15.180 7.884
H -8.059 14.756 9.690
H -9.400 15.283 8.559
H -6.926 11.706 9.545
H -6.255 12.434 8.129
H -7.278 10.888 8.024
H -10.346 11.041 9.225
H -9.574 12.087 10.591
N -14.462 10.785 6.174
C -15.096 12.069 6.768
C -14.554 12.333 8.187
N -13.110 12.281 8.424
C -12.612 11.065 7.767
C -12.967 10.935 6.336
H -14.735 10.558 5.246
H -14.688 9.998 6.696
H -16.128 11.895 6.757
H -14.801 12.874 6.115
H -15.059 11.691 8.932
H -15.061 13.295 8.501
H -12.735 13.116 7.990
H -13.120 10.215 8.294
H -11.511 10.939 7.913
H -12.501 10.050 5.914
H -12.579 11.764 5.727
```

The calculation puts the HOMO energy (alpha / beta) at -8.567 / -8.569 eV. For the total energy, the calculation gives -123340.5731 eV. Its HOMO-LUMO gap (alpha / beta) is 6.3 / 6.3 eV. The calculation puts the LUMO energy (alpha / beta) at -0.0835 / -0.0835 Eh. Its charge is +1. Its spin multiplicity is 8. The relative energy (zero: lowest compared OMol25 entry of this formula, charge and spin) is 60.4 kcal per mole. As for the expectation value of S²: 15.76.

---

# 2
The following is a quantum chemistry calculation of a cluster of 7 separate species, C35H49ClN3O24 in total in a non-equilibrium geometry, from the Open Molecules 2025 dataset.

Geometry as XYZ:
```
112
C35H49ClN3O24, DFT ωB97M-V/def2-TZVPD
C 2.963 2.859 -3.929
C 1.816 2.888 -3.494
C 0.471 3.386 -2.874
O 0.470 4.833 -2.745
C 0.071 2.908 -1.374
Cl 0.733 4.295 -0.326
C 0.515 1.485 -0.862
C 1.995 1.429 -0.281
O 2.418 0.316 0.044
O -1.372 2.925 -1.452
C -1.889 3.623 -2.616
O -2.864 4.315 -2.613
C -0.865 3.202 -3.758
C -0.826 1.693 -4.263
C -2.237 1.072 -4.648
N -3.178 0.911 -3.486
N -1.963 -0.336 -5.132
N -2.887 1.760 -5.792
C -0.839 4.138 -5.045
O 0.170 4.149 -5.809
O -1.882 4.902 -5.331
H 4.035 2.787 -4.260
H 1.268 5.201 -3.172
H -0.162 1.179 0.007
H 0.437 0.656 -1.624
H 2.634 2.358 -0.185
H -0.206 1.696 -5.224
H -0.312 0.968 -3.565
H -2.562 0.984 -2.653
H -3.704 1.804 -3.461
H -2.119 -0.904 -4.279
H -0.943 -0.424 -5.285
H -3.589 1.073 -6.121
H -3.428 2.578 -5.484
C 3.981 -0.239 2.651
C 5.430 -0.684 2.741
C 5.991 -1.239 1.464
O 7.028 -2.099 1.939
C 6.644 -2.518 3.178
O 7.172 -3.399 3.788
O 5.576 -1.802 3.626
H 3.508 -0.577 1.729
H 3.391 -0.619 3.488
H 3.919 0.851 2.654
H 6.049 0.128 3.137
H 6.396 -0.468 0.810
H 5.275 -1.848 0.903
C -2.970 -5.329 -1.086
C -2.921 -3.825 -1.283
C -3.514 -3.345 -2.576
O -2.823 -2.116 -2.787
C -1.607 -2.251 -2.183
O -0.693 -1.495 -2.326
O -1.572 -3.363 -1.399
H -3.247 -5.852 -2.006
H -2.007 -5.722 -0.755
H -3.723 -5.588 -0.339
H -3.367 -3.319 -0.421
H -4.589 -3.178 -2.511
H -3.303 -4.003 -3.424
C 6.506 -5.847 1.737
C 5.233 -6.294 1.037
C 4.036 -6.412 1.936
O 3.237 -7.374 1.250
C 4.100 -8.168 0.556
O 3.800 -9.195 0.029
O 5.354 -7.634 0.548
H 6.406 -5.874 2.824
H 7.356 -6.476 1.464
H 6.743 -4.816 1.470
H 5.031 -5.649 0.176
H 3.497 -5.471 2.048
H 4.273 -6.811 2.926
C 1.627 10.137 -5.840
C 2.332 8.867 -5.397
C 1.412 7.766 -4.954
O 2.242 7.021 -4.064
C 3.138 7.902 -3.540
O 3.855 7.669 -2.614
O 3.103 9.089 -4.211
H 0.567 10.128 -5.577
H 2.077 11.023 -5.388
H 1.681 10.241 -6.926
H 3.022 8.528 -6.176
H 1.070 7.141 -5.780
H 0.544 8.122 -4.390
C -2.418 -0.360 3.226
C -3.720 -0.791 2.575
C -4.894 -0.850 3.509
O -5.739 -1.810 2.872
C -4.916 -2.645 2.178
O -5.258 -3.679 1.686
O -3.651 -2.147 2.121
H -2.490 -0.355 4.316
H -1.593 -1.019 2.950
H -2.161 0.658 2.923
H -3.929 -0.164 1.702
H -5.404 0.108 3.609
H -4.640 -1.229 4.504
C -6.076 -2.173 8.796
C -4.626 -2.478 8.459
C -3.621 -1.757 9.312
O -2.481 -1.706 8.457
C -2.956 -1.704 7.180
O -2.298 -1.470 6.214
O -4.286 -2.000 7.155
H -6.167 -1.320 9.473
H -6.657 -1.951 7.900
H -6.535 -3.025 9.301
H -4.459 -3.560 8.465
H -3.390 -2.289 10.235
H -3.912 -0.729 9.551
```

The calculation puts the HOMO energy at -4.623 eV. For the total energy, the calculation gives -103222.0446 eV. Its HOMO-LUMO gap is 6.0 eV. The calculation puts the LUMO energy at 0.0520 Eh. Its charge is -1.

---

# 3
The following is a quantum chemistry calculation of a structure of composition C35H49N4O4Sr, from the Open Molecules 2025 dataset.

Geometry as XYZ:
```
93
C35H49N4O4Sr, DFT ωB97M-V/def2-TZVPD
Sr 0.285 -0.085 1.943
C -2.699 3.125 -2.092
C -1.427 2.483 -1.516
C -0.545 2.035 -2.689
C 0.993 1.942 -2.529
C 1.538 2.786 -1.384
C 1.628 2.377 -3.853
N 1.512 0.521 -2.295
C 0.710 -0.627 -2.777
C 1.458 -1.946 -2.602
N 1.498 -2.439 -1.236
C 2.770 -2.206 -0.548
C 2.560 -1.129 0.510
O 2.204 0.016 0.080
O 2.602 -1.403 1.716
C 0.894 -3.779 -1.069
C 1.101 -4.339 0.339
C -0.585 -3.858 -1.501
C -1.763 -3.174 -0.770
C -3.038 -3.759 -1.409
C -1.826 -3.459 0.726
N -1.688 -1.718 -1.018
C -2.687 -0.886 -0.323
C -2.741 0.500 -0.944
N -1.679 1.426 -0.514
C -2.103 2.076 0.749
C -0.957 2.927 1.315
O -0.992 4.149 1.212
O 0.012 2.234 1.795
H -2.440 4.051 -2.609
H -3.407 3.378 -1.305
H -3.201 2.470 -2.807
H -0.904 3.276 -0.983
H -0.697 2.789 -3.466
H -0.944 1.116 -3.124
H 1.269 3.832 -1.538
H 2.628 2.718 -1.347
H 1.142 2.477 -0.415
H 1.369 3.414 -4.062
H 1.269 1.767 -4.686
H 2.719 2.311 -3.808
H 2.419 0.485 -2.763
H 1.724 0.319 -1.234
H 0.467 -0.467 -3.831
H -0.190 -0.663 -2.170
H 2.476 -1.844 -3.008
H 0.962 -2.676 -3.245
H 3.531 -1.859 -1.257
H 3.152 -3.102 -0.072
H 1.406 -4.475 -1.760
H 0.893 -3.603 1.113
H 2.113 -4.707 0.494
H 0.428 -5.181 0.495
H -0.805 -4.931 -1.503
H -0.665 -3.563 -2.556
H -3.119 -4.829 -1.205
H -3.030 -3.621 -2.496
H -3.929 -3.280 -1.002
H -1.705 -4.528 0.912
H -2.797 -3.158 1.120
H -1.094 -2.905 1.311
H -1.886 -1.612 -2.013
H -2.444 -0.827 0.743
H -3.696 -1.310 -0.377
H -3.728 0.927 -0.724
H -2.691 0.387 -2.034
H -2.387 1.301 1.465
H -2.985 2.707 0.593
C -1.674 -1.079 3.243
C -2.799 -0.573 3.150
C -4.078 0.008 2.907
C -4.341 1.347 3.377
C -3.291 2.159 3.875
C -3.502 3.449 4.321
C -4.776 4.012 4.330
C -5.833 3.220 3.896
C -5.630 1.929 3.438
C -4.985 -0.778 2.104
C -5.922 -0.237 1.187
C -6.668 -1.039 0.338
C -6.552 -2.426 0.357
C -5.658 -2.987 1.269
C -4.902 -2.195 2.111
H -2.290 1.745 3.897
H -2.650 4.029 4.658
H -4.938 5.027 4.671
H -6.846 3.609 3.921
H -6.497 1.346 3.158
H -6.017 0.837 1.094
H -7.346 -0.563 -0.364
H -7.144 -3.048 -0.304
H -5.550 -4.066 1.327
H -4.206 -2.652 2.805
```

The calculation puts the HOMO energy at -1.829 eV. For the total energy, the calculation gives -52078.0025 eV. Its HOMO-LUMO gap is 3.5 eV. The calculation puts the LUMO energy at 0.0610 Eh. Its charge is -1. The relative energy (zero: lowest compared OMol25 entry of this formula, charge and spin) is 0.0 kcal per mole.

---

# 4
The following is a quantum chemistry calculation of a structure of composition C35H50BClN7O3S3W in a non-equilibrium geometry, from the Open Molecules 2025 dataset.

Geometry as XYZ:
```
101
C35H50BClN7O3S3W, DFT ωB97M-V/def2-TZVPD
W -1.059 -0.280 0.843
C -2.737 -1.607 1.426
C -3.048 -0.500 2.319
C -3.689 0.505 1.564
C -3.537 0.182 0.176
C -2.967 -1.130 0.075
H -2.372 -2.601 1.694
H -2.885 -0.434 3.386
H -4.156 1.408 2.003
H -3.814 0.836 -0.659
H -2.873 -1.694 -0.856
C 1.066 -3.253 5.368
C 1.093 -3.321 3.812
C -0.352 -3.543 3.341
C 1.889 -4.596 3.490
N 1.770 -2.144 3.212
C 2.868 -1.537 3.852
C 3.128 -0.390 3.195
N 2.253 -0.295 2.100
B 2.446 0.938 1.074
N 2.254 0.380 -0.429
C 3.557 0.100 -0.863
C 3.582 0.121 -2.199
N 2.276 0.380 -2.628
C 1.446 0.494 -1.511
S -0.338 0.470 -1.576
C 2.037 0.541 -4.103
C 0.927 -0.424 -4.640
C 1.744 2.051 -4.367
C 3.375 0.135 -4.868
N 1.793 2.364 1.332
C 2.036 3.392 0.389
C 1.613 4.576 0.910
N 1.149 4.256 2.203
C 1.170 2.903 2.453
S 0.564 2.088 3.742
C 0.467 5.200 3.145
C 1.302 5.272 4.423
C -1.007 4.843 3.361
C 0.437 6.580 2.462
C 1.407 -1.386 2.137
S 0.514 -1.995 0.776
H 0.627 -4.170 5.738
H 0.462 -2.441 5.774
H 2.062 -3.166 5.814
H -0.785 -4.290 4.042
H -0.315 -3.960 2.341
H -0.952 -2.634 3.400
H 1.321 -5.401 4.003
H 2.914 -4.539 3.905
H 1.863 -4.866 2.433
H 3.302 -2.001 4.728
H 3.901 0.358 3.424
H 3.619 1.149 1.213
H 4.412 -0.093 -0.224
H 4.403 -0.034 -2.908
H -0.072 -0.131 -4.337
H 1.098 -1.426 -4.264
H 0.934 -0.377 -5.710
H 0.733 2.294 -4.022
H 1.779 2.235 -5.440
H 2.455 2.722 -3.911
H 3.681 -0.875 -4.635
H 4.138 0.888 -4.710
H 3.120 0.144 -5.934
H 2.555 3.172 -0.520
H 1.592 5.589 0.537
H 1.459 4.285 4.943
H 0.801 5.927 5.135
H 2.300 5.682 4.203
H -1.076 4.084 4.178
H -1.479 4.432 2.472
H -1.558 5.735 3.654
H 1.429 6.873 2.103
H 0.134 7.328 3.192
H -0.257 6.640 1.593
N -1.173 1.979 0.975
H -2.101 2.405 0.932
H -0.521 2.357 0.272
H -0.800 2.156 1.936
C -4.917 -3.697 -4.047
C -3.469 -3.777 -3.633
C -2.907 -5.030 -3.264
C -1.550 -5.184 -2.904
Cl -0.832 -6.603 -2.320
C -0.689 -4.067 -2.885
C -1.183 -2.828 -3.319
C -2.519 -2.705 -3.738
O -2.741 -1.590 -4.527
C -3.665 -0.552 -4.235
C -3.015 0.849 -4.360
O -1.905 0.836 -4.917
O -3.798 1.676 -3.803
H -5.429 -4.664 -4.252
H -4.951 -3.085 -4.956
H -5.522 -3.179 -3.304
H -3.501 -5.934 -3.252
H 0.367 -4.221 -2.632
H -0.551 -1.951 -3.397
H -4.062 -0.676 -3.198
H -4.495 -0.534 -4.947
```

The calculation puts the HOMO energy (alpha / beta) at -8.694 / -8.694 eV. For the total energy, the calculation gives -101203.1320 eV. Its HOMO-LUMO gap (alpha / beta) is 3.7 / 3.7 eV. The calculation puts the LUMO energy (alpha / beta) at -0.1842 / -0.1822 Eh. Its charge is +1. Its spin multiplicity is 3. The relative energy (zero: lowest compared OMol25 entry of this formula, charge and spin) is 0.0 kcal per mole. As for the expectation value of S²: 2.02.

---

# 5
The following is a quantum chemistry calculation of a cluster of 7 separate species, C35H50BN7O6 in total in a non-equilibrium geometry, from the Open Molecules 2025 dataset.

Geometry as XYZ:
```
99
C35H50BN7O6, DFT ωB97M-V/def2-TZVPD
C -2.325 -0.410 0.017
O -1.407 -1.459 0.222
C -0.161 -1.258 -0.427
C 0.922 -2.154 0.152
C 2.267 -1.663 -0.409
O 2.171 -1.705 -1.851
C 2.705 -0.566 -2.441
C 4.070 -0.518 -2.713
C 4.611 0.638 -3.266
C 3.784 1.724 -3.552
C 2.418 1.661 -3.293
C 1.876 0.507 -2.735
O 0.948 -2.164 1.592
C 1.165 -0.974 2.225
O 2.257 -0.510 2.329
C -0.021 -0.338 2.880
C 0.093 1.188 2.993
C 0.454 1.924 1.710
O -1.159 1.592 3.526
C -1.285 2.985 3.731
C -0.252 3.545 4.683
C -0.085 2.909 5.917
C 0.870 3.392 6.798
C 1.655 4.488 6.458
C 1.477 5.120 5.233
C 0.525 4.644 4.337
B 0.809 -3.714 -0.282
O 1.878 -4.490 0.170
N -0.242 -4.352 -1.063
C -1.553 -4.402 -0.413
C -0.318 -3.965 -2.472
H -3.314 -0.789 -0.223
H -2.026 0.253 -0.797
H -2.378 0.210 0.914
H -0.271 -1.412 -1.496
H 0.138 -0.210 -0.291
H 2.453 -0.636 -0.110
H 3.081 -2.312 -0.097
H 4.678 -1.373 -2.464
H 5.669 0.700 -3.468
H 4.215 2.612 -3.990
H 1.770 2.498 -3.501
H 0.820 0.469 -2.519
H -0.962 -0.664 2.452
H -0.015 -0.701 3.911
H 0.911 1.364 3.691
H 1.278 1.463 1.182
H -0.398 2.060 1.050
H 0.788 2.928 1.970
H -2.260 3.126 4.197
H -1.306 3.545 2.794
H -0.702 2.056 6.148
H 1.018 2.897 7.748
H 2.408 4.844 7.143
H 2.088 5.965 4.954
H 0.374 5.086 3.364
H 1.525 -5.054 0.871
H -2.041 -5.353 -0.639
H -2.212 -3.621 -0.791
H -1.481 -4.323 0.669
H 0.681 -3.724 -2.824
H -0.644 -4.825 -3.053
H -1.021 -3.150 -2.659
C 1.285 5.873 -2.629
C 0.526 4.829 -3.299
N -0.063 3.988 -3.808
H 0.848 6.064 -1.651
H 2.318 5.556 -2.503
H 1.261 6.786 -3.222
C 3.490 -7.272 -0.263
C 4.711 -7.979 -0.632
N 5.670 -8.534 -0.923
H 3.736 -6.325 0.212
H 2.893 -7.072 -1.150
H 2.909 -7.880 0.428
C -2.406 -7.375 -4.628
C -2.921 -6.121 -4.092
N -3.325 -5.135 -3.672
H -2.111 -8.031 -3.812
H -3.175 -7.866 -5.221
H -1.541 -7.179 -5.258
C -4.003 -0.717 3.464
C -4.891 -0.805 4.617
N -5.590 -0.871 5.522
H -3.449 -1.648 3.351
H -4.585 -0.539 2.562
H -3.297 0.103 3.600
C -2.352 2.725 -5.727
C -3.417 3.229 -6.587
N -4.251 3.630 -7.262
H -1.900 3.541 -5.170
H -2.758 1.999 -5.025
H -1.585 2.244 -6.331
C -2.619 6.024 0.953
C -1.299 5.547 0.558
N -0.261 5.173 0.250
H -2.522 6.944 1.527
H -3.221 6.217 0.067
H -3.115 5.273 1.565
```

The calculation puts the HOMO energy at -8.496 eV. For the total energy, the calculation gives -60496.0399 eV. Its HOMO-LUMO gap is 8.5 eV. The calculation puts the LUMO energy at 0.0013 Eh. The structure (SMILES) is COC[C@@](COc1ccccc1)(OC(=O)C[C@@H](C)OCc1ccccc1)B(O)N(C)C.CC#N.CC#N.CC#N.CC#N.CC#N.CC#N.